Entry 1:
The following is a DFT calculation (the ωB97M-V functional and the def2-TZVPD basis) of a molecular structure, C21H51GaN4P2S in a non-equilibrium geometry.

Summary:
Net charge ... +2
Frontier orbital gap ... 8.83 eV
Energy relative to the best compared isomer or geometry (same formula, charge and spin) ... 14.03 kJ/mol
LUMO energy ... -0.18945 Ha
Strongest force on any atom ... 2.683 eV Å⁻¹

The geometry in XYZ format:
```
80
Properties=species:S:1:pos:R:3:mulliken_charge:R:1
Ga 9.883 11.000 7.414 -1.60
S 10.088 10.184 9.768 -0.34
C 8.538 9.566 9.700 0.60
N 7.557 8.969 9.624 -0.67
C 14.625 10.707 7.093 -1.58
C 13.167 11.151 7.313 -0.43
P 11.891 10.121 6.503 0.73
C 11.751 10.787 4.818 -0.85
C 10.332 10.687 4.273 -0.02
C 12.418 8.364 6.405 -0.75
C 11.397 7.425 5.637 -1.03
H 15.230 11.528 7.448 0.46
H 14.760 10.590 6.013 0.39
H 14.938 9.820 7.700 0.32
H 13.058 12.153 6.970 0.32
H 12.979 11.214 8.381 0.52
H 12.410 10.179 4.175 0.46
H 12.147 11.790 4.875 0.56
H 9.839 9.782 4.645 -0.44
H 10.354 10.665 3.171 0.55
H 9.702 11.523 4.674 -0.33
H 12.582 7.999 7.409 0.54
H 13.372 8.314 5.963 0.60
H 11.928 6.550 5.229 0.40
H 10.925 7.870 4.773 0.26
H 10.639 7.045 6.298 0.24
N 6.059 7.593 7.876 -0.10
C 6.533 7.946 6.451 -1.07
C 7.954 8.589 6.404 -0.25
N 8.105 9.942 6.847 -0.48
H 5.072 7.931 7.996 0.40
H 6.579 8.167 8.594 0.21
H 6.173 6.606 8.092 0.39
H 5.782 8.606 6.016 0.38
H 6.447 7.032 5.866 0.48
H 8.340 8.504 5.367 0.29
H 8.635 8.040 7.062 0.42
H 7.413 10.247 7.561 0.35
H 7.961 10.552 6.086 0.61
C 7.434 12.764 9.532 -2.10
C 7.243 13.870 8.474 2.42
C 6.209 13.461 7.434 -1.63
C 6.755 15.153 9.228 -1.86
P 8.882 14.033 7.510 0.03
N 9.414 12.598 7.015 1.68
C 10.231 14.883 8.544 2.12
C 10.353 14.136 9.905 -1.87
C 11.614 14.634 7.893 -1.82
C 10.088 16.397 8.820 -1.77
C 8.576 15.109 5.946 2.15
C 9.890 15.595 5.355 -2.31
C 8.072 14.231 4.770 -1.47
C 7.628 16.325 6.139 -1.98
H 6.481 12.729 10.005 0.70
H 8.148 12.910 10.273 0.33
H 7.644 11.776 9.120 0.21
H 5.215 13.163 7.838 0.44
H 6.507 12.625 6.803 0.01
H 6.115 14.285 6.815 0.40
H 5.787 14.970 9.689 0.52
H 6.530 15.957 8.540 0.35
H 7.448 15.392 10.034 0.33
H 10.255 13.077 9.698 0.17
H 9.497 14.327 10.578 0.27
H 11.247 14.403 10.445 0.67
H 12.429 14.868 8.565 0.59
H 11.691 15.267 6.996 0.28
H 11.692 13.596 7.535 0.01
H 9.061 16.661 8.993 0.36
H 10.506 17.056 8.009 0.26
H 10.587 16.623 9.770 0.46
H 10.616 14.831 5.205 0.28
H 10.397 16.337 5.933 0.38
H 9.859 16.126 4.445 0.60
H 8.888 13.578 4.404 0.18
H 7.673 14.754 3.899 0.50
H 7.258 13.525 5.001 0.27
H 7.859 16.884 7.017 0.33
H 6.630 16.016 6.203 0.48
H 7.667 17.093 5.352 0.42
```

=====

Entry 2:
The following is a DFT calculation (the ωB97M-V functional and the def2-TZVPD basis) of a molecular structure, C21H51InN3OP2 in a non-equilibrium geometry.

Summary:
Net charge ... -1
Frontier orbital gap ... 5.41 eV
LUMO energy ... 0.07387 Ha
Strongest force on any atom ... 3.998 eV Å⁻¹

The geometry in XYZ format:
```
79
Properties=species:S:1:pos:R:3:mulliken_charge:R:1
C -4.702 4.740 2.638 -0.95
C -5.678 3.606 2.270 -0.60
P -4.900 1.952 1.860 -0.14
C -3.280 2.463 1.101 -0.47
In -4.568 0.637 4.034 0.54
C -3.529 1.743 5.687 -0.70
C -3.925 3.232 5.789 -0.86
C -3.565 -1.334 3.749 -1.50
C -2.699 -1.516 2.500 -0.63
C -1.453 -0.632 2.484 2.14
C -0.592 -0.826 3.755 -1.62
C -0.590 -0.877 1.228 -1.72
C 0.031 0.420 0.649 -1.00
C -0.018 0.606 -0.854 -1.16
C -1.082 0.578 -1.668 1.92
C -0.972 1.219 -3.041 -1.82
C -2.405 -0.089 -1.382 -1.21
H -4.457 5.338 1.758 0.36
H -5.147 5.435 3.356 0.33
H -3.793 4.354 3.095 0.06
H -6.239 3.909 1.382 0.43
H -6.377 3.465 3.096 0.34
H -3.471 2.970 0.150 0.50
H -2.651 3.096 1.730 0.37
H -2.721 1.561 0.857 -0.58
H -6.214 0.310 4.647 -0.41
H -2.447 1.638 5.587 0.17
H -3.870 1.236 6.594 0.36
H -3.148 3.852 5.333 0.21
H -4.858 3.447 5.263 0.06
H -4.043 3.565 6.826 0.38
H -4.337 -2.108 3.789 0.44
H -2.944 -1.479 4.640 0.34
H -2.403 -2.567 2.352 0.46
H -3.303 -1.222 1.631 0.09
H -1.792 0.408 2.531 -0.61
H -0.836 -0.076 4.509 0.17
H 0.472 -0.704 3.534 0.47
H -0.763 -1.811 4.194 0.37
H 0.245 -1.510 1.542 0.58
H -1.132 -1.440 0.470 0.56
H 1.090 0.425 0.924 0.41
H -0.396 1.315 1.107 0.61
H 0.935 0.835 -1.332 0.48
H -1.953 1.540 -3.389 0.48
H -0.618 0.481 -3.773 0.20
H -0.272 2.051 -3.039 0.39
H -2.341 -1.124 -1.737 0.30
H -3.204 0.380 -1.956 0.50
H -2.667 -0.136 -0.330 0.00
O 5.182 0.253 -2.605 -0.83
P 4.617 -0.984 -3.175 0.29
N 4.244 -1.961 -1.837 0.24
C 4.109 -3.404 -1.840 -0.78
C 3.417 -1.310 -0.821 -1.22
N 5.930 -1.629 -4.111 0.23
C 6.481 -2.953 -3.879 -1.22
C 7.048 -0.693 -4.237 -1.05
N 3.433 -1.350 -4.278 0.33
C 2.071 -0.947 -3.921 -1.24
C 3.529 -2.267 -5.398 -0.88
H 3.179 -3.767 -2.304 0.25
H 4.113 -3.752 -0.806 0.38
H 4.946 -3.891 -2.316 0.17
H 2.409 -1.075 -1.182 0.40
H 3.876 -0.377 -0.495 0.31
H 3.314 -1.944 0.060 0.39
H 6.930 -3.063 -2.883 0.35
H 7.259 -3.146 -4.622 0.41
H 5.743 -3.740 -4.026 0.31
H 7.671 -0.660 -3.335 0.33
H 6.700 0.315 -4.441 0.37
H 7.676 -1.012 -5.074 0.32
H 1.552 -1.707 -3.325 0.31
H 1.481 -0.764 -4.820 0.58
H 2.078 -0.017 -3.349 0.30
H 3.512 -3.315 -5.079 0.29
H 4.418 -2.083 -5.993 0.28
H 2.667 -2.116 -6.052 0.37
```

=====

Entry 3:
The following is a DFT calculation (the ωB97M-V functional and the def2-TZVPD basis) of a molecular structure, C21H51N3O11P2S2Ta in a non-equilibrium geometry.

Summary:
Net charge ... -1
Frontier orbital gap ... 7.24 eV
Energy relative to the best compared isomer or geometry (same formula, charge and spin) ... 0.00 kJ/mol
LUMO energy ... 0.07648 Ha
Strongest force on any atom ... 3.288 eV Å⁻¹

The geometry in XYZ format:
```
91
Properties=species:S:1:pos:R:3:mulliken_charge:R:1
N -6.546 3.400 -1.287 -0.63
C -5.658 3.174 -2.443 -0.56
C -4.574 4.261 -2.628 -0.88
C -3.174 3.874 -2.033 -0.27
C -2.164 3.773 -3.188 -0.53
C -0.657 3.849 -2.805 -1.57
Ta 0.009 2.818 -0.867 0.93
C 1.762 1.799 -1.958 -1.70
C 2.904 1.398 -0.970 0.61
C 2.938 -0.095 -0.572 -1.07
C 1.634 -0.876 -0.801 -0.03
C 1.437 -2.018 0.217 -0.75
C 0.426 -3.050 -0.350 -0.71
C -0.867 -3.119 0.469 -0.86
S -0.688 -4.180 1.961 -0.19
C -1.270 -3.077 3.209 0.52
N -2.511 -2.899 3.470 -0.32
N -2.487 -1.931 4.475 -0.35
C -1.309 -1.625 4.729 0.02
O -0.436 -2.328 3.943 -0.27
C 1.443 4.612 -0.441 -1.15
S 1.917 4.795 1.236 0.90
O 3.132 4.075 1.521 -0.61
O 2.091 6.208 1.505 -0.66
H -7.383 3.893 -1.567 0.22
H -6.075 3.935 -0.569 0.25
H -6.271 3.042 -3.337 0.31
H -5.174 2.208 -2.255 0.33
H -4.484 4.466 -3.700 0.33
H -4.962 5.185 -2.186 0.46
H -3.323 2.910 -1.547 0.29
H -2.926 4.663 -1.326 0.24
H -2.413 2.890 -3.784 0.24
H -2.371 4.639 -3.833 0.43
H -0.299 4.885 -2.799 0.43
H -0.112 3.326 -3.605 0.33
H -1.340 3.583 0.156 -0.07
H 0.594 1.972 0.701 -0.07
H -1.059 1.332 -1.141 -0.16
H 2.174 2.592 -2.601 0.49
H 1.447 0.994 -2.630 0.56
H 3.855 1.651 -1.456 -0.14
H 2.849 2.036 -0.086 0.04
H 3.304 -0.185 0.456 0.37
H 3.703 -0.576 -1.194 0.27
H 0.736 -0.258 -0.738 -0.12
H 1.710 -1.349 -1.784 0.44
H 1.114 -1.634 1.188 0.39
H 2.396 -2.529 0.357 0.34
H 0.864 -4.051 -0.388 0.37
H 0.138 -2.714 -1.348 0.39
H -1.116 -2.104 0.785 0.39
H -1.727 -3.489 -0.089 0.47
H -0.964 -0.893 5.434 0.43
H 2.372 4.438 -0.990 0.31
H 0.985 5.525 -0.822 0.46
H 0.914 4.295 2.004 0.12
C -5.545 -6.943 4.170 -0.60
O -4.867 -7.517 5.296 -0.32
P -4.969 -6.784 6.708 1.02
O -6.259 -6.139 6.963 -0.66
O -3.702 -5.850 6.783 -0.35
C -3.713 -4.619 6.045 -0.67
O -4.554 -7.919 7.720 -0.34
C -5.588 -8.791 8.181 -0.66
H -4.896 -7.031 3.301 0.25
H -6.467 -7.493 3.988 0.25
H -5.782 -5.892 4.328 0.32
H -4.721 -4.214 5.962 0.39
H -3.301 -4.786 5.051 0.32
H -3.091 -3.898 6.569 0.23
H -6.049 -9.317 7.344 0.28
H -6.345 -8.224 8.723 0.30
H -5.136 -9.514 8.854 0.23
C 7.251 2.895 -6.586 -0.63
O 6.545 2.959 -5.345 -0.30
P 7.109 2.141 -4.094 0.84
O 8.571 2.060 -4.034 -0.72
O 6.344 0.758 -4.146 -0.21
C 6.756 -0.222 -5.096 -0.74
O 6.404 2.830 -2.872 -0.08
C 7.049 3.978 -2.306 -0.73
H 6.521 2.827 -7.391 0.24
H 7.839 3.803 -6.713 0.25
H 7.915 2.033 -6.637 0.31
H 7.826 -0.154 -5.299 0.37
H 6.193 -0.093 -6.022 0.28
H 6.539 -1.203 -4.682 0.24
H 7.150 4.767 -3.052 0.30
H 8.030 3.705 -1.920 0.33
H 6.430 4.332 -1.487 0.23
```